1.
# C3H17NO4

5 unconnected molecules or ions with the total composition C3H17NO4 in a non-equilibrium geometry (ωB97M-V with the def2-TZVPD basis set, the OMol25 dataset).

Values from the calculation:
Energy above the lowest of the compared OMol25 structures with the same formula, charge and spin (kcal/mol): 15.93
E_LUMO (eV): 0.23
HOMO (eV): -8.80
Total energy (Ha): -480.181679
Structure (SMILES): CCCN.O.O.O.O
M (u): 131.172

ORCA input file:
```
! RIJCOSX wB97M-V def2-TZVPD def2/J DEFGRID3
* xyz 0 1
O -1.702 0.726 -4.141
O 0.585 1.719 -1.229
O 2.740 4.067 -1.467
O -3.462 4.132 1.368
N 0.528 -0.269 1.423
C 0.413 -2.730 1.799
C 0.599 -4.112 1.187
C 0.995 -1.581 0.959
H -0.146 2.214 -0.854
H 0.568 -4.098 0.092
H -0.269 0.136 0.966
H -2.144 -0.106 -4.353
H 0.300 1.280 -2.037
H 2.066 -1.542 1.073
H -0.223 -4.768 1.473
H -2.213 1.414 -4.586
H 3.282 4.248 -0.691
H -0.622 -2.461 1.985
H 2.268 3.249 -1.230
H -3.085 4.396 0.526
H 1.545 -4.584 1.437
H -4.017 3.355 1.232
H 0.689 -1.722 -0.068
H 0.301 -0.289 2.407
H 1.003 -2.672 2.728
*
```

In the Löwdin picture, each atom carries the following charge in e: -0.06, -0.04, -0.08, -0.06, -0.02, -0.27, -0.12, -0.30, 0.04, 0.07, 0.04, 0.04, 0.04, 0.10, 0.06, 0.04, 0.03, 0.10, 0.00, 0.03, 0.07, 0.03, 0.10, 0.05, 0.11

2.
# C16H26B2N6O2Re

A molecular structure, C16H26B2N6O2Re in a non-equilibrium geometry (ωB97M-V with the def2-TZVPD basis set, the OMol25 dataset).

Values from the calculation:
Energy above the lowest of the compared OMol25 structures with the same formula, charge and spin (kcal/mol): 0.00
E_LUMO (alpha / beta) (eV): -16.89 / -18.09
HOMO (alpha / beta) (eV): -21.53 / -21.35
⟨S²⟩: 3.80
Total energy (Ha): -1230.422430
M (u): 542.255

ORCA input file:
```
! RIJCOSX wB97M-V def2-TZVPD def2/J DEFGRID3
* xyz 4 4
Re -0.170 0.063 0.986
O -1.173 -2.476 2.197
O -1.299 -2.623 -0.160
N -1.203 1.338 -1.685
N 0.805 1.800 0.510
N 1.258 -0.379 -1.700
N 1.071 0.690 -2.540
N -1.455 0.421 -0.669
N 0.854 2.465 -0.722
C -3.395 0.952 -1.673
C -0.256 -4.763 0.228
C 1.833 3.790 0.779
C 1.428 2.611 1.423
C 1.325 -0.590 2.073
C 1.670 0.442 -3.723
C -1.906 -3.657 1.882
C -1.537 -3.936 0.368
C -1.488 -4.703 2.895
C 1.441 3.664 -0.553
C -2.368 1.661 -2.278
C 1.957 -1.297 -2.347
C -2.795 0.187 -0.661
C -3.394 -3.368 2.089
C -2.619 -4.618 -0.451
C 2.250 -0.830 -3.652
B 0.205 1.885 -1.994
B -0.957 -1.833 0.957
H 0.953 -1.291 2.844
H 0.156 2.720 -2.861
H 2.009 -1.155 1.411
H -0.421 -4.938 2.841
H 1.541 2.282 2.443
H -2.833 -5.618 -0.044
H -3.546 -2.937 3.088
H 1.526 4.339 -1.391
H 1.652 1.163 -4.528
H 2.802 -1.359 -4.393
H -3.550 -4.042 -0.477
H -2.373 2.381 -3.079
H -1.144 0.620 2.044
H -2.049 -5.632 2.746
H -0.417 -5.798 0.561
H -3.974 -4.299 2.029
H 0.037 -4.808 -0.828
H -1.700 -4.351 3.911
H -2.273 -4.749 -1.483
H 0.586 -4.340 0.793
H 2.207 -2.237 -1.863
H -4.442 0.976 -1.912
H -3.211 -0.484 0.065
H -3.784 -2.658 1.349
H 1.897 0.223 2.553
H 2.341 4.611 1.236
*
```

In the Löwdin picture, each atom carries the following charge in e: 1.68, 0.12, 0.08, 0.08, -0.12, 0.11, 0.02, -0.06, 0.01, 0.21, 0.01, 0.09, -0.01, -0.18, 0.11, -0.45, -0.47, 0.05, 0.08, 0.13, 0.00, 0.07, 0.03, 0.02, 0.18, -0.44, -0.66, 0.10, 0.15, 0.10, 0.10, 0.13, 0.13, 0.12, 0.17, 0.18, 0.16, 0.10, 0.18, 0.06, 0.14, 0.12, 0.13, 0.11, 0.12, 0.11, 0.10, 0.15, 0.18, 0.15, 0.09, 0.08, 0.15

3.
# C36H93CuN6O12

A molecular structure, C36H93CuN6O12 in a non-equilibrium geometry (ωB97M-V with the def2-TZVPD basis set, the OMol25 dataset).

Values from the calculation:
E_LUMO (eV): 0.26
HOMO (eV): -7.02
Total energy (Ha): -4298.933065
M (u): 865.716

ORCA input file:
```
! RIJCOSX wB97M-V def2-TZVPD def2/J DEFGRID3
* xyz 0 1
Cu -0.363 -0.632 -2.420
O 6.859 2.733 -0.036
O -7.475 -0.516 5.550
O 3.984 -6.343 -5.593
O 4.170 -2.175 -3.322
O -1.140 5.409 0.659
O -0.297 0.799 -4.124
O -4.372 0.478 1.300
O -1.141 -5.510 -0.809
O -0.617 -0.346 -0.216
O -4.813 -2.787 1.890
O 4.379 7.187 -1.872
O -1.139 -0.985 5.488
N 3.697 4.708 -0.517
N -3.119 -1.419 -0.050
N 2.709 -4.384 -4.016
N -2.298 -3.846 1.135
N -3.782 -0.133 5.378
N -2.542 2.292 0.123
C 1.411 2.500 -3.711
C 0.046 -0.334 5.092
C 1.704 0.716 -5.521
C -1.769 -0.620 6.696
C -0.038 6.263 0.902
C -0.566 -4.259 -0.486
C -2.859 2.380 1.534
C -3.419 1.101 2.142
C 5.396 8.161 -1.916
C -4.124 -3.708 2.726
C 4.679 -0.903 -3.539
C -2.630 -3.473 2.515
C -0.846 -3.863 0.956
C 2.509 -3.715 -2.725
C -1.654 -5.532 -2.126
C 1.087 1.091 -4.192
C 4.834 4.186 0.253
C -3.244 -0.881 6.487
C 2.405 -5.799 -3.931
C -6.202 -2.663 2.059
C -5.154 -0.467 4.961
C 4.884 5.916 -2.246
C -0.816 4.189 0.003
C -7.907 0.312 4.481
C -6.178 -0.283 6.076
C 7.759 3.728 -0.414
C 2.600 -6.467 -5.264
C 0.504 -0.027 1.956
C 4.356 -7.012 -6.777
C 0.609 -0.245 0.443
C -5.447 1.279 0.807
C 3.830 4.845 -1.965
C -2.122 3.551 -0.457
C 5.482 2.962 -0.364
C 2.800 -2.237 -2.932
C 1.703 0.624 -0.202
H 2.276 -1.889 -3.829
H 1.255 3.218 -4.517
H 5.726 -0.882 -3.853
H -2.547 -4.901 -2.165
H 5.524 5.013 0.467
H 2.484 2.428 -3.479
H -1.961 -6.543 -2.395
H 0.592 -0.067 6.012
H 1.466 -3.752 -2.406
H -8.955 0.560 4.669
H 7.472 4.748 -0.161
H 8.065 3.665 -1.472
H 3.702 -4.251 -4.186
H 4.968 9.009 -1.387
H -1.337 -1.164 7.542
H 3.210 -4.104 -1.975
H -2.704 -4.755 0.941
H 2.782 0.536 -5.609
H -2.454 -2.400 2.649
H -3.205 -0.408 4.587
H 2.562 -1.671 -2.024
H -3.752 -0.615 7.419
H 1.375 -0.213 2.587
H 5.358 -6.632 -6.968
H 5.779 5.644 -1.672
H 0.712 5.719 1.485
H -7.874 -0.263 3.556
H -0.404 -2.883 1.134
H 1.716 0.740 -1.285
H -6.397 -2.104 2.984
H -1.630 0.451 6.896
H 0.401 6.593 -0.046
H 5.235 5.995 -3.284
H 5.534 2.888 -1.456
H -2.065 -4.018 3.280
H -6.035 -1.113 6.768
H 1.904 1.574 0.301
H -1.881 1.519 0.015
H -3.104 -2.362 0.401
H -0.949 -3.443 -1.113
H -2.937 4.279 -0.440
H 0.738 -1.007 4.597
H 4.591 -0.262 -2.654
H -2.535 0.446 2.100
H 2.879 -6.331 -3.095
H -0.169 0.615 4.598
H 2.865 5.199 -2.336
H 2.032 -6.042 -6.098
H -5.178 2.264 0.430
H 3.416 5.584 -0.104
H -0.471 7.106 1.435
H -5.944 0.594 0.128
H -0.221 3.513 0.627
H -5.390 0.175 4.114
H -3.734 -0.710 0.438
H -2.159 -0.988 -0.099
H 4.955 2.066 -0.037
H -5.118 -1.527 4.676
H 2.324 -7.530 -5.257
H -3.319 -1.542 -1.040
H 0.355 1.048 2.147
H -6.577 -2.112 1.200
H 0.510 -4.370 -0.648
H -4.324 -4.699 2.297
H 1.007 -1.280 0.394
H -7.405 1.281 4.510
H -4.499 -3.607 3.745
H 6.337 7.830 -1.461
H -6.092 1.516 1.665
H 1.513 0.360 -3.474
H -3.626 3.142 1.757
H 4.256 -0.347 -4.388
H 1.247 -0.170 -5.968
H 5.710 8.471 -2.921
H 0.924 2.801 -2.786
H -2.076 3.330 -1.529
H -6.766 -3.594 2.188
H 2.584 0.041 0.104
H -0.900 -5.269 -2.874
H -2.007 2.806 2.087
H -0.413 -4.629 1.612
H -3.348 -1.974 6.351
H -6.079 0.677 6.590
H 3.974 3.917 -2.509
H 8.734 3.494 0.022
H 3.682 -6.786 -7.609
H 4.411 -8.099 -6.652
H -0.241 4.482 -0.885
H 1.330 -5.913 -3.729
H 4.386 3.890 1.205
H 1.619 1.463 -6.327
H -0.337 -0.535 2.430
H -3.678 1.220 3.194
*
```

Results of the Löwdin charge analysis, in e, for atoms 1 through 99: 0.48, -0.19, -0.20, -0.20, -0.18, -0.22, -0.34, -0.26, -0.18, -0.34, -0.22, -0.18, -0.21, -0.06, 0.26, -0.04, -0.09, -0.06, -0.05, -0.06, -0.11, -0.08, -0.22, -0.11, -0.23, -0.23, -0.19, -0.12, -0.19, -0.12, -0.19, -0.17, -0.20, -0.10, -0.64, -0.20, -0.23, -0.22, -0.09, -0.20, -0.23, -0.21, -0.11, -0.21, -0.14, -0.22, -0.08, -0.12, -0.58, -0.05, -0.19, -0.19, -0.19, -0.21, -0.05, 0.12, 0.08, 0.09, 0.09, 0.10, 0.06, 0.09, 0.09, 0.09, 0.09, 0.07, 0.09, 0.11, 0.09, 0.13, 0.13, 0.12, 0.05, 0.12, 0.08, 0.11, 0.12, 0.07, 0.09, 0.10, 0.08, 0.08, 0.11, 0.05, 0.06, 0.13, 0.08, 0.13, 0.12, 0.13, 0.12, 0.07, 0.09, 0.07, 0.10, 0.12, 0.08, 0.09, 0.11

4.
# C2H5ClO3

A molecular structure, C2H5ClO3 in a non-equilibrium geometry (ωB97M-V with the def2-TZVPD basis set, the OMol25 dataset).

Values from the calculation:
Energy above the lowest of the compared OMol25 structures with the same formula, charge and spin (kcal/mol): 87.85
E_LUMO (eV): 0.59
HOMO (eV): -8.17
Total energy (Ha): -764.972959
M (u): 112.512

ORCA input file:
```
! RIJCOSX wB97M-V def2-TZVPD def2/J DEFGRID3
* xyz 0 1
Cl 0.476 -1.053 0.423
O -1.695 -0.707 1.923
O -1.783 -0.193 -0.305
O 1.969 0.443 -1.452
C 2.410 -0.053 -0.336
C -1.037 -0.174 0.888
H -2.607 -0.760 1.667
H 2.364 0.695 0.471
H 2.289 -0.201 -2.111
H -0.704 0.758 1.222
H -1.299 -0.598 -1.034
*
```

In the Löwdin picture, each atom carries the following charge in e: 0.79, 0.02, -0.05, -0.12, -0.26, -0.76, 0.11, -0.01, 0.10, 0.10, 0.07

5.
# C7H7Br2P

A molecular structure, C7H7Br2P in a non-equilibrium geometry (ωB97M-V with the def2-TZVPD basis set, the OMol25 dataset).

Values from the calculation:
Energy above the lowest of the compared OMol25 structures with the same formula, charge and spin (kcal/mol): 0.99
E_LUMO (eV): 0.31
HOMO (eV): -9.07
Total energy (Ha): -5760.260924
M (u): 281.915

ORCA input file:
```
! RIJCOSX wB97M-V def2-TZVPD def2/J DEFGRID3
* xyz 0 1
Br -5.102 -0.948 -0.007
Br -3.309 1.608 0.175
P -2.123 -1.030 -1.232
C 0.301 -0.825 0.265
C 1.406 -0.143 0.696
C -3.351 -0.314 0.322
C -0.362 1.057 -1.148
C 0.734 1.818 -0.684
C 1.560 1.215 0.277
C -0.574 -0.231 -0.614
H 0.205 -1.909 0.495
H 2.133 -0.459 1.293
H -2.248 -2.342 -0.596
H 2.414 1.712 0.698
H -0.887 1.407 -2.025
H -2.953 -0.759 1.331
H 1.014 2.837 -1.094
*
```

In the Löwdin picture, each atom carries the following charge in e: 0.54, 0.57, 0.88, -0.13, -0.07, -1.41, -0.18, -0.07, -0.07, -0.53, 0.12, 0.06, -0.06, 0.09, 0.09, 0.04, 0.12